Entry i
The following is a DFT calculation (the ωB97M-V functional and the def2-TZVPD basis) of 2 unconnected molecules or ions with the total composition C2H3O2P.

Last column: Mulliken charge in e.
Element x y z (Å)
C: -0.01 -0.35 0.23  -0.465
C: 0.20 0.76 -0.37  -0.002
O: 2.02 4.35 0.86  -0.474
O: 0.86 2.19 0.85  -0.318
P: 1.41 3.35 -0.03  0.327
H: -0.41 -1.18 -0.46  0.219
H: 0.25 -0.38 1.19  0.365
H: 0.10 1.09 -1.40  0.348

Output
Lowest unoccupied orbital energy = -0.630 eV
HOMO level = -9.786 eV


Entry ii
The following is a DFT calculation (the ωB97M-V functional and the def2-TZVPD basis) of a single C2H3O2P molecule.

Last column: Mulliken charge in e.
Element x y z (Å)
O: 2.45 -0.04 -0.18  -0.355
C: 1.42 0.54 -0.30  -0.026
P: -0.09 -1.12 -0.42  0.022
C: -1.56 -0.08 0.01  0.069
O: -1.98 0.79 -0.66  -0.378
H: 1.41 1.64 -0.39  0.355
H: 0.38 -1.48 0.82  0.056
H: -2.02 -0.25 1.11  0.257

Output
Lowest unoccupied orbital energy = -0.239 eV
HOMO level = -9.399 eV
Structure (SMILES) = O=CPC=O


entry i is favored, and the nearest alternative lies 0.0185 hartree above it.